{"formula": "C7H12O3", "method": "wB97M-V/def2-TZVPD", "homo_ha": -0.347, "largest_force_ha_per_bohr": 0.080, "total_charge": 0, "smiles": "O=C[C@@H](C1CC1)[C@H](O)CO", "homo_lumo_gap_ev": 10.2, "energy_ha": -499.5375, "lumo_ev": 0.70, "e_above_lowest_ev": 2.967, "symbols": ["O", "C", "C", "C", "C", "C", "C", "C", "O", "H", "H", "H", "H", "H", "H", "H", "H", "H", "H", "H", "O", "H"], "coordinates": [[2.78493, 0.76371, 1.40826], [2.43225, 1.50058, 0.49955], [1.08396, 1.33613, -0.13597], [1.23982, 1.44953, -1.64008], [0.14192, 2.04691, -2.47071], [1.42385, 2.80451, -2.27341], [0.46976, 0.00232, 0.32702], [0.58141, -0.07529, 1.85484], [-0.87097, -0.09388, -0.05414], [2.95106, 2.46772, 0.34846], [0.45975, 2.17356, 0.22605], [1.79936, 0.62619, -2.09162], [-0.05270, 1.59864, -3.44544], [-0.74718, 2.39926, -1.94579], [1.40242, 3.67659, -1.61723], [2.11642, 2.88347, -3.11160], [1.07185, -0.82623, -0.09599], [1.23671, -0.89630, 2.17775], [0.47533, 0.92446, 2.30641], [-1.43011, -0.44938, 0.86870], [-0.92597, -0.68830, 2.26895], [-1.17329, -0.25984, 3.09129]], "nbo_charge": [-0.532, 0.455, -0.344, -0.224, -0.401, -0.429, 0.073, -0.058, -0.763, 0.130, 0.235, 0.221, 0.221, 0.223, 0.209, 0.220, 0.158, 0.232, 0.193, 0.519, -0.816, 0.479]}

=====

{"formula": "C25H21BeF6N4OS2Sb", "method": "wB97M-V/def2-TZVPD", "homo_ha": [-0.428, -0.428], "largest_force_ha_per_bohr": 0.048, "total_charge": 1, "homo_lumo_gap_ev": [7.3, 5.4], "energy_ha": -2910.0622, "s_squared": 0.77, "lumo_ev": [-4.35, -6.24], "multiplicity": 2, "symbols": ["Be", "N", "C", "S", "N", "N", "C", "C", "C", "C", "C", "C", "C", "C", "C", "C", "C", "C", "N", "H", "H", "H", "H", "H", "H", "H", "H", "H", "H", "H", "O", "S", "C", "C", "C", "C", "C", "C", "C", "C", "C", "C", "C", "C", "H", "H", "H", "H", "H", "H", "H", "H", "H", "H", "F", "Sb", "F", "F", "F", "F", "F"], "coordinates": [[16.77815, 11.80817, 7.63331], [20.08314, 14.08722, 8.00043], [19.13927, 13.16011, 7.94756], [17.86966, 13.11868, 9.05595], [19.37539, 12.11559, 7.03933], [18.34859, 11.29344, 7.03543], [18.42523, 9.97200, 7.02026], [19.58168, 9.17330, 6.75216], [20.43336, 9.43067, 5.67844], [21.44681, 8.55806, 5.34369], [21.50608, 7.34230, 5.97375], [20.65730, 7.09296, 7.05132], [19.73382, 7.97141, 7.47090], [17.14672, 9.31791, 7.40640], [16.82037, 7.98624, 7.10898], [15.54463, 7.53995, 7.49531], [14.75657, 8.38630, 8.24307], [15.10606, 9.69374, 8.43643], [16.28189, 10.16562, 8.00253], [19.96739, 14.88360, 8.57905], [20.86834, 14.10586, 7.35480], [20.34865, 10.40570, 5.19282], [22.08560, 8.81125, 4.51798], [22.29410, 6.64893, 5.61922], [20.70947, 6.16425, 7.51786], [19.09031, 7.84607, 8.33757], [17.50220, 7.33206, 6.60571], [15.20912, 6.55037, 7.25206], [13.84092, 7.99665, 8.59451], [14.48870, 10.45210, 8.90481], [9.71296, 10.63468, 8.11811], [10.45243, 11.93780, 7.77055], [9.47776, 13.29088, 8.37240], [9.62039, 14.47150, 7.72973], [8.98683, 15.64902, 8.17578], [8.20338, 15.52269, 9.33355], [8.08594, 14.30266, 10.00792], [8.72384, 13.17172, 9.50642], [11.61921, 12.20804, 9.10387], [12.76604, 12.97746, 9.02328], [13.46299, 13.32210, 10.15004], [13.09547, 12.78764, 11.37873], [11.93302, 12.06644, 11.51368], [11.20138, 11.75019, 10.35917], [10.33624, 14.58235, 6.93091], [9.11846, 16.56142, 7.62545], [7.67898, 16.41740, 9.71569], [7.48892, 14.30340, 10.92862], [8.61113, 12.23727, 10.03389], [13.04441, 13.46109, 8.08353], [14.32856, 13.98547, 10.11758], [13.73505, 12.94923, 12.24226], [11.62495, 11.64630, 12.47629], [10.29575, 11.15112, 10.39555], [15.86170, 12.62207, 6.87450], [10.24586, 8.60188, 7.73522], [12.02972, 9.16522, 8.12842], [9.71603, 8.36710, 9.47690], [10.85941, 6.87268, 7.51522], [8.42669, 8.43302, 7.22049], [10.83290, 9.12912, 6.00984]], "nbo_charge": [1.622, -0.710, 0.230, -0.179, -0.150, -0.466, 0.361, -0.164, -0.128, -0.209, -0.134, -0.207, -0.161, 0.122, -0.180, -0.117, -0.191, 0.108, -0.612, 0.425, 0.424, 0.234, 0.236, 0.241, 0.228, 0.230, 0.250, 0.248, 0.270, 0.241, -0.998, 1.312, -0.267, -0.193, -0.193, -0.179, -0.184, -0.198, -0.167, -0.247, -0.215, -0.192, -0.194, -0.223, 0.225, 0.233, 0.229, 0.233, 0.239, 0.239, 0.229, 0.224, 0.233, 0.240, -0.869, 3.160, -0.707, -0.655, -0.662, -0.647, -0.667]}

=====

{"formula": "C19H14N5RhS", "method": "wB97M-V/def2-TZVPD", "homo_ha": [-0.527, -0.534], "largest_force_ha_per_bohr": 0.006, "total_charge": 2, "homo_lumo_gap_ev": [7.6, 5.0], "energy_ha": -1514.3649, "s_squared": 6.05, "lumo_ev": [-6.71, -9.50], "multiplicity": 5, "e_above_lowest_ev": 0.000, "symbols": ["Rh", "S", "C", "C", "C", "C", "C", "C", "N", "C", "C", "C", "C", "C", "C", "C", "H", "H", "H", "H", "H", "H", "H", "H", "N", "C", "C", "N", "C", "C", "N", "C", "C", "N", "H", "H", "H", "H", "H", "H"], "coordinates": [[-0.10508, -0.04301, 0.32373], [1.68380, -4.22211, -0.27574], [3.07286, -3.21101, -0.19802], [4.41096, -3.57181, -0.22073], [5.34268, -2.55496, -0.15636], [4.96686, -1.18711, -0.07662], [3.65544, -0.81969, -0.05447], [2.67979, -1.84240, -0.11018], [1.35008, -1.65514, -0.10985], [0.67295, -2.82015, -0.18577], [-0.73953, -2.85432, -0.18643], [-1.44411, -4.08730, -0.25688], [-2.80246, -4.07254, -0.29251], [-3.49506, -2.83726, -0.27291], [-2.82464, -1.62405, -0.20944], [-1.44192, -1.58823, -0.13092], [4.71731, -4.60639, -0.29227], [6.39510, -2.80791, -0.17221], [5.73938, -0.43137, -0.04137], [3.34835, 0.21696, -0.00760], [-0.91013, -5.02904, -0.30087], [-3.35671, -4.99931, -0.34958], [-4.57810, -2.84449, -0.30122], [-3.39498, -0.70504, -0.20906], [-0.02277, 1.93855, 4.02392], [-0.00980, 0.73431, 4.68573], [0.04616, -0.22228, 3.71940], [0.06459, 0.38518, 2.48841], [0.01970, 1.68787, 2.70336], [0.00506, 2.59856, 1.56637], [-0.00890, 2.11231, 0.33371], [-0.02550, 3.18882, -0.52278], [-0.01388, 4.33350, 0.20753], [0.00307, 3.93948, 1.52702], [-0.07677, 2.84004, 4.47136], [-0.03777, 0.66386, 5.75918], [0.07487, -1.29236, 3.83305], [-0.04517, 3.07418, -1.59241], [-0.01662, 5.36824, -0.08705], [0.01168, 4.56994, 2.31345]], "nbo_charge": [1.154, 0.550, -0.192, -0.213, -0.083, -0.171, -0.212, 0.246, -0.503, 0.052, -0.002, -0.182, -0.184, -0.043, -0.269, -0.229, 0.258, 0.251, 0.251, 0.239, 0.237, 0.253, 0.245, 0.239, -0.467, -0.050, -0.064, -0.516, 0.298, 0.324, -0.538, -0.057, -0.051, -0.468, 0.443, 0.260, 0.241, 0.249, 0.262, 0.444]}

=====

{"formula": "C5H10O2", "method": "wB97M-V/def2-TZVPD", "homo_ha": -0.360, "largest_force_ha_per_bohr": 0.006, "total_charge": 0, "smiles": "C[C@H]1OCC[C@H]1O", "homo_lumo_gap_ev": 10.8, "energy_ha": -346.9784, "lumo_ev": 1.03, "e_above_lowest_ev": 1.281, "symbols": ["C", "C", "O", "C", "C", "C", "O", "H", "H", "H", "H", "H", "H", "H", "H", "H", "H"], "coordinates": [[-0.33197, 0.62168, -2.03842], [-0.19721, -0.21052, -0.77692], [1.17488, -0.36218, -0.41338], [1.13697, -1.04492, 0.83208], [-0.07058, -0.46075, 1.59944], [-0.78167, 0.38279, 0.52232], [-0.44418, 1.75085, 0.64795], [0.45067, 0.34649, -2.75162], [-0.25656, 1.68917, -1.81893], [-1.29920, 0.43366, -2.51655], [-0.61880, -1.21735, -0.95404], [2.09998, -0.90120, 1.32718], [0.98960, -2.12115, 0.65477], [-0.71348, -1.24654, 2.00738], [0.22564, 0.18646, 2.43090], [-1.87211, 0.33338, 0.58214], [0.52396, 1.78501, 0.64766]], "nbo_charge": [-0.630, 0.067, -0.533, -0.079, -0.470, 0.077, -0.710, 0.225, 0.226, 0.214, 0.161, 0.194, 0.164, 0.218, 0.222, 0.189, 0.466]}

=====

{"formula": "C9H11NO5Ru", "method": "wB97M-V/def2-TZVPD", "homo_ha": [-0.682, -0.792], "largest_force_ha_per_bohr": 0.233, "total_charge": 3, "homo_lumo_gap_ev": [7.5, 6.4], "energy_ha": -873.9467, "s_squared": 8.79, "lumo_ev": [-11.05, -15.17], "multiplicity": 6, "symbols": ["Ru", "O", "C", "C", "O", "C", "O", "C", "O", "C", "H", "H", "C", "H", "H", "C", "N", "C", "C", "O", "H", "H", "H", "H", "H", "H", "H"], "coordinates": [[0.29988, -0.04896, -2.67276], [0.44907, 2.86269, -1.40384], [0.45439, 1.76343, -1.83067], [0.28291, -1.89112, -1.97809], [0.20075, -3.08612, -1.82073], [2.26047, -0.14882, -2.04455], [3.41835, -0.20695, -1.79723], [-1.61937, 0.03320, -2.25060], [-2.74193, 0.06695, -1.90630], [0.34689, 0.63333, -4.72557], [-0.59509, 1.23526, -5.04849], [1.34503, 1.14894, -5.01721], [0.27772, -0.81224, -4.85602], [1.22137, -1.37211, -5.18634], [-0.71262, -1.26965, -5.21771], [0.60947, -0.67975, 4.48509], [-0.41948, 0.11191, 3.82959], [-1.42880, 0.73901, 4.64891], [-0.38061, 0.22918, 2.49941], [0.47869, -0.30276, 1.79814], [0.36206, -0.59206, 5.55369], [1.57431, -0.24917, 4.20984], [0.55127, -1.69933, 4.09518], [-1.41644, 1.83321, 4.47505], [-2.42776, 0.35450, 4.36476], [-1.16885, 0.48349, 5.69788], [-1.22166, 0.86395, 2.09857]], "nbo_charge": [0.620, -0.257, 0.531, 0.500, -0.252, 0.491, -0.257, 0.489, -0.252, -0.541, 0.326, 0.326, -0.333, 0.303, 0.303, -0.448, -0.037, -0.465, 0.478, -0.411, 0.260, 0.293, 0.293, 0.297, 0.299, 0.275, 0.168]}

=====

{"formula": "C23H39Cl2N5O3PZn", "method": "wB97M-V/def2-TZVPD", "homo_ha": -0.143, "largest_force_ha_per_bohr": 0.068, "total_charge": -1, "homo_lumo_gap_ev": 6.4, "energy_ha": -4440.4833, "lumo_ev": 2.49, "symbols": ["O", "C", "C", "C", "H", "C", "H", "C", "H", "C", "H", "C", "H", "H", "C", "C", "H", "H", "H", "C", "C", "H", "H", "H", "H", "Zn", "Cl", "Cl", "H", "H", "C", "C", "N", "H", "C", "O", "H", "H", "H", "H", "H", "H", "C", "C", "N", "H", "C", "O", "H", "H", "H", "H", "C", "N", "C", "N", "C", "N", "C", "P", "C", "C", "H", "H", "H", "H", "H", "H", "H", "H", "H", "H", "H", "H"], "coordinates": [[-0.84980, 1.78839, -0.80523], [-0.24900, 2.47766, -1.76189], [-0.90147, 2.32079, -3.13687], [-1.57695, 1.13636, -3.47506], [-1.56014, 0.30159, -2.76096], [-2.21619, 1.05857, -4.71298], [-2.76999, 0.14453, -4.92998], [-2.13950, 2.09759, -5.61674], [-2.62870, 2.02187, -6.58318], [-1.43539, 3.26032, -5.28818], [-1.34219, 4.08052, -5.99644], [-0.83271, 3.37988, -4.03137], [-0.27428, 4.27303, -3.73731], [-0.26392, 3.54825, -1.49671], [2.22740, 2.93802, -0.86539], [1.38087, 2.08981, -1.80011], [3.13095, 3.30952, -1.38175], [2.57780, 2.30143, -0.03805], [1.65073, 3.78351, -0.44675], [1.86514, 1.44103, -2.87828], [3.31489, 1.19673, -3.15103], [1.16974, 1.00961, -3.59086], [3.62585, 1.71887, -4.07166], [3.47851, 0.12170, -3.31631], [3.97789, 1.51861, -2.32997], [0.79936, 0.14911, -0.27644], [-0.43395, -1.49266, -1.32810], [2.92739, -0.30013, -0.04763], [-5.35878, 0.78381, -1.07666], [-4.95028, -1.65059, -0.14166], [-4.29309, 0.70314, -1.33863], [-3.87439, -1.50066, -0.29926], [-3.57831, -0.08555, -0.35375], [-3.85257, 1.70310, -1.37915], [-2.82693, 0.50822, 0.60022], [-2.19270, -0.08433, 1.48805], [-3.30733, -1.95665, 0.51600], [-2.81668, 1.61195, 0.51235], [-4.21394, 0.23209, -2.32555], [-3.60155, -1.96756, -1.25297], [1.59630, 2.14987, 4.79799], [-0.72396, 3.63503, 4.73215], [1.70693, 2.61424, 3.80852], [-0.45547, 3.82522, 3.68570], [0.40886, 2.77897, 3.17169], [2.35614, 1.99748, 3.18159], [0.00574, 1.93865, 2.21147], [0.75530, 1.06271, 1.71628], [-1.36426, 3.87366, 3.07598], [-1.03775, 2.06853, 1.87829], [2.15282, 3.60159, 3.95821], [0.05903, 4.79080, 3.64231], [0.41410, -4.30027, 3.45591], [-0.02518, -4.66600, 2.09308], [1.06709, -5.38627, 1.39071], [2.31831, -4.59729, 1.35831], [2.71632, -4.21265, 2.73135], [1.64293, -3.48085, 3.44067], [1.41270, -2.15459, 2.89464], [0.87680, -2.24653, 1.08279], [-0.49846, -3.50874, 1.34910], [2.20099, -3.45675, 0.47589], [0.62117, -5.22967, 4.00511], [-0.38987, -3.74070, 3.95232], [0.75826, -5.60400, 0.36284], [1.27045, -6.31111, 1.94148], [3.61474, -3.58418, 2.69053], [2.92932, -5.13424, 3.29011], [0.61704, -1.63934, 3.45807], [2.33438, -1.55553, 2.93950], [-0.87180, -3.81555, 0.36313], [-1.31822, -3.00609, 1.88924], [3.14806, -2.90327, 0.42103], [1.91541, -3.77458, -0.53975]], "mulliken_charge": [-0.483, -0.292, -0.378, 0.359, 0.274, -0.918, 0.398, -0.445, 0.364, -0.590, 0.365, -0.284, 0.377, 0.282, -1.346, 0.780, 0.411, 0.206, 0.315, -0.011, -1.539, 0.411, 0.370, 0.308, 0.320, 1.248, -0.773, -0.620, 0.321, 0.333, -1.027, -0.763, 0.471, 0.302, -0.295, -0.644, 0.054, 0.475, 0.309, 0.284, 0.286, 0.328, -0.961, -0.954, 0.306, 0.234, 0.668, -0.523, 0.281, -0.313, 0.346, 0.319, -0.854, 0.086, -0.847, 0.024, -0.825, 0.129, -1.005, 1.233, -0.897, -0.985, 0.265, 0.373, 0.408, 0.275, 0.396, 0.262, 0.332, 0.297, 0.432, 0.225, 0.488, 0.245]}